(1)
{"formula": "C18H40ClN14O8P", "method": "ωB97M-V with the def2-TZVPD basis set", "symbols": ["C", "C", "C", "C", "C", "C", "C", "N", "C", "C", "N", "C", "C", "C", "O", "P", "O", "Cl", "H", "H", "H", "H", "H", "H", "H", "H", "H", "H", "H", "H", "H", "H", "H", "H", "N", "C", "N", "O", "H", "H", "H", "H", "N", "C", "N", "O", "H", "H", "H", "H", "N", "C", "N", "O", "H", "H", "H", "H", "N", "C", "N", "O", "H", "H", "H", "H", "N", "C", "N", "O", "H", "H", "H", "H", "N", "C", "N", "O", "H", "H", "H", "H"], "coordinates": [[0.62, -4.66, 1.26], [0.29, -4.29, 0.16], [-0.07, -3.80, -1.16], [-1.31, -2.89, -1.14], [-1.09, -1.56, -0.40], [-0.28, -0.59, -1.28], [-1.21, -0.09, -2.31], [-1.96, 0.33, -3.07], [0.37, 0.64, -0.56], [-0.66, 1.64, -0.28], [-1.44, 2.45, -0.08], [1.40, 1.32, -1.50], [2.59, 0.46, -1.92], [3.81, 1.35, -2.19], [2.21, -0.25, -3.10], [0.98, 0.23, 1.19], [2.10, 1.42, 1.33], [2.16, -1.44, 0.92], [1.00, -5.12, 2.14], [0.79, -3.30, -1.61], [-0.27, -4.67, -1.79], [-1.60, -2.68, -2.18], [-2.13, -3.44, -0.69], [-0.59, -1.79, 0.55], [-2.06, -1.13, -0.17], [0.50, -1.11, -1.84], [1.78, 2.20, -0.99], [0.90, 1.64, -2.42], [2.87, -0.25, -1.15], [4.68, 0.74, -2.43], [3.59, 2.05, -3.00], [4.05, 1.91, -1.29], [3.01, -0.47, -3.59], [1.93, 1.82, 2.21], [1.89, -7.27, -0.39], [0.89, -8.20, -0.45], [1.30, -9.51, -0.35], [-0.28, -7.90, -0.57], [2.86, -7.51, -0.29], [1.63, -6.30, -0.44], [0.59, -10.22, -0.39], [2.26, -9.78, -0.24], [-3.68, 5.06, 0.92], [-3.66, 6.09, 1.82], [-2.75, 5.96, 2.83], [-4.38, 7.07, 1.71], [-3.08, 4.26, 0.98], [-4.34, 5.12, 0.17], [-2.68, 6.70, 3.50], [-2.15, 5.16, 2.93], [3.42, -7.02, -3.31], [2.88, -5.94, -3.95], [3.30, -5.76, -5.24], [2.09, -5.19, -3.41], [4.08, -7.65, -3.72], [3.11, -7.17, -2.36], [2.91, -4.98, -5.74], [3.95, -6.37, -5.71], [-0.44, 4.19, 4.92], [0.92, 4.04, 4.87], [1.65, 5.01, 5.50], [1.43, 3.10, 4.30], [-0.91, 4.95, 5.38], [-0.98, 3.48, 4.46], [2.65, 4.91, 5.48], [1.24, 5.78, 5.98], [-3.22, 0.90, 2.27], [-3.16, -0.36, 2.81], [-4.03, -0.60, 3.83], [-2.38, -1.21, 2.40], [-3.87, 1.60, 2.59], [-2.60, 1.12, 1.51], [-4.01, -1.52, 4.24], [-4.68, 0.08, 4.18], [-1.67, 6.36, -1.84], [-1.61, 7.72, -1.69], [-2.17, 8.19, -0.53], [-1.09, 8.45, -2.51], [-2.09, 5.74, -1.17], [-1.27, 5.98, -2.68], [-2.15, 9.18, -0.37], [-2.60, 7.59, 0.14]], "energy_ev": -78372.9888, "e_homo_ev": -9.289, "lumo_energy_ev": 0.0, "homo_lumo_gap_ha": 0.3420, "smiles": "C#CCCC[C@@H](C#N)[C@](C#N)(C[C@H](C)O)P(O)Cl.NC(N)=O.NC(N)=O.NC(N)=O.NC(N)=O.NC(N)=O.NC(N)=O"}

(2)
{"formula": "C18H40CoN4O3S4", "method": "ωB97M-V with the def2-TZVPD basis set", "symbols": ["Co", "N", "C", "C", "C", "C", "N", "C", "N", "N", "C", "O", "O", "H", "H", "H", "H", "H", "H", "H", "H", "H", "H", "H", "H", "H", "H", "C", "C", "S", "C", "C", "S", "C", "C", "S", "H", "H", "H", "H", "H", "H", "H", "H", "H", "H", "H", "H", "C", "C", "C", "S", "O", "C", "C", "C", "H", "H", "H", "H", "H", "H", "H", "H", "H", "H", "H", "H", "H", "H"], "coordinates": [[0.14, 0.06, -1.47], [-0.01, 0.53, 0.45], [-1.43, 0.33, 0.88], [-1.59, -0.41, 2.21], [-1.21, 0.39, 3.45], [-1.49, -0.37, 4.75], [-2.91, -0.42, 5.10], [-3.47, -0.09, 6.26], [-4.80, -0.02, 6.36], [-2.73, 0.19, 7.34], [-2.15, -0.48, -0.21], [-3.32, -0.70, -0.14], [-1.36, -0.90, -1.20], [0.60, -0.12, 0.94], [0.35, 1.45, 0.65], [-1.90, 1.31, 0.95], [-1.02, -1.35, 2.16], [-2.64, -0.70, 2.25], [-1.75, 1.34, 3.47], [-0.14, 0.64, 3.45], [-0.94, 0.10, 5.57], [-1.12, -1.40, 4.68], [-3.54, -0.77, 4.39], [-5.39, -0.12, 5.55], [-5.25, 0.07, 7.25], [-1.76, -0.07, 7.39], [-3.17, 0.48, 8.20], [-2.07, -0.53, -4.97], [-0.85, -1.35, -4.57], [0.47, -0.60, -3.58], [0.82, 1.01, -4.35], [-0.14, 2.10, -3.92], [-0.62, 1.95, -2.16], [-2.42, 2.14, -2.24], [-3.23, 1.56, -3.40], [-3.22, -0.23, -3.61], [-2.60, -1.14, -5.71], [-1.80, 0.38, -5.49], [-0.31, -1.72, -5.45], [-1.14, -2.23, -3.99], [0.83, 0.88, -5.43], [1.84, 1.24, -4.06], [-1.07, 2.06, -4.49], [0.29, 3.09, -4.05], [-2.51, 3.23, -2.24], [-2.81, 1.79, -1.28], [-3.04, 2.08, -4.34], [-4.26, 1.81, -3.16], [3.67, 0.81, 1.49], [4.81, 0.55, 0.51], [4.58, 1.10, -0.89], [3.37, 0.33, -1.98], [1.99, 0.61, -1.33], [3.68, -1.44, -1.79], [2.89, -2.13, -0.69], [3.20, -3.62, -0.67], [3.90, 0.36, 2.46], [2.74, 0.37, 1.13], [3.51, 1.88, 1.64], [5.07, -0.51, 0.47], [5.71, 1.05, 0.87], [5.48, 1.03, -1.50], [4.29, 2.15, -0.89], [4.76, -1.52, -1.64], [3.46, -1.88, -2.77], [1.81, -1.99, -0.88], [3.10, -1.68, 0.28], [2.99, -4.08, -1.63], [2.61, -4.13, 0.08], [4.25, -3.80, -0.44]], "total_charge": 3, "energy_ev": -112362.9771, "de_lowest_kj_mol": 0.0, "e_homo_ev": [-15.901, -15.901], "lumo_energy_ev": [-9.9, -9.9], "homo_lumo_gap_ha": [0.2194, 0.2193]}

(3)
{"formula": "C18H40N3O8", "method": "ωB97M-V with the def2-TZVPD basis set", "symbols": ["C", "C", "O", "C", "N", "C", "C", "O", "C", "N", "C", "C", "O", "C", "O", "C", "N", "H", "H", "H", "H", "H", "H", "H", "H", "H", "H", "H", "H", "H", "H", "H", "H", "H", "H", "H", "H", "C", "O", "C", "C", "O", "C", "H", "H", "H", "H", "H", "H", "H", "H", "H", "H", "C", "O", "C", "C", "O", "C", "H", "H", "H", "H", "H", "H", "H", "H", "H", "H"], "coordinates": [[4.97, 0.33, 0.40], [5.56, -1.07, 0.57], [4.74, -1.90, 1.42], [5.83, -1.79, -0.75], [4.73, -1.72, -1.71], [3.80, -2.83, -1.62], [2.69, -2.68, -2.64], [2.14, -1.35, -2.59], [0.82, -1.23, -2.30], [0.53, -1.74, -0.88], [-0.12, -0.70, 0.00], [0.80, 0.51, -0.03], [0.99, 1.02, -1.34], [0.44, 0.27, -2.36], [0.90, 0.75, -3.60], [1.95, 1.52, -3.61], [2.89, 2.17, -3.67], [4.09, 0.47, 1.04], [5.68, 1.10, 0.70], [4.66, 0.51, -0.63], [6.51, -0.99, 1.09], [3.88, -1.48, 1.52], [6.70, -1.31, -1.20], [6.09, -2.83, -0.53], [5.11, -1.67, -2.65], [3.38, -2.83, -0.61], [4.29, -3.81, -1.79], [3.07, -2.83, -3.65], [1.91, -3.43, -2.47], [0.18, -1.78, -2.99], [1.42, -2.01, -0.44], [-0.07, -2.57, -0.92], [-0.16, -1.08, 1.02], [-1.13, -0.50, -0.36], [1.79, 0.20, 0.35], [0.42, 1.30, 0.62], [-0.65, 0.38, -2.39], [-4.53, -0.36, -2.18], [-3.47, 0.56, -1.97], [-3.49, 1.65, -2.88], [-4.09, 2.91, -2.29], [-5.47, 2.75, -2.03], [-5.78, 2.52, -0.67], [-4.56, -1.04, -1.32], [-5.49, 0.15, -2.25], [-4.37, -0.95, -3.09], [-4.02, 1.38, -3.80], [-2.45, 1.86, -3.15], [-3.98, 3.72, -3.02], [-3.56, 3.19, -1.38], [-5.65, 3.44, -0.08], [-5.17, 1.73, -0.24], [-6.83, 2.23, -0.62], [-3.06, 0.57, 5.85], [-1.96, 1.41, 5.56], [-0.74, 0.72, 5.38], [-0.38, 0.61, 3.91], [-1.31, -0.18, 3.18], [-2.28, 0.58, 2.48], [-3.96, 1.18, 5.78], [-3.14, -0.26, 5.14], [-2.99, 0.16, 6.86], [-0.79, -0.28, 5.82], [0.05, 1.28, 5.89], [0.60, 0.14, 3.82], [-0.33, 1.62, 3.48], [-1.82, 1.06, 1.61], [-2.74, 1.36, 3.10], [-3.06, -0.10, 2.14]], "total_charge": 1, "energy_ev": -40153.3696, "de_lowest_kj_mol": 120.9, "e_homo_ev": -11.763, "lumo_energy_ev": -3.3, "homo_lumo_gap_ha": 0.3100}

(4)
{"formula": "C18H40O10S", "method": "ωB97M-V with the def2-TZVPD basis set", "symbols": ["C", "O", "C", "C", "C", "C", "S", "O", "O", "O", "C", "H", "H", "H", "H", "H", "H", "H", "H", "H", "H", "H", "H", "C", "O", "C", "C", "O", "C", "C", "O", "C", "H", "H", "H", "H", "H", "H", "H", "H", "H", "H", "H", "H", "H", "H", "C", "O", "C", "C", "O", "C", "C", "O", "C", "H", "H", "H", "H", "H", "H", "H", "H", "H", "H", "H", "H", "H", "H"], "coordinates": [[0.17, -0.64, -5.13], [0.24, 0.77, -5.07], [-0.44, 1.38, -6.14], [-1.99, 1.52, -5.89], [-2.70, 0.30, -6.56], [-3.83, -0.32, -5.66], [-4.70, 1.07, -4.88], [-5.31, 1.94, -5.92], [-5.77, 0.55, -3.99], [-3.61, 1.94, -4.02], [-2.24, 1.66, -4.37], [0.98, -1.05, -4.51], [-0.77, -0.97, -4.66], [0.31, -1.04, -6.14], [-0.33, 0.77, -7.05], [-0.03, 2.37, -6.39], [-2.34, 2.45, -6.36], [-3.21, 0.67, -7.45], [-2.02, -0.51, -6.84], [-3.33, -0.97, -4.93], [-4.49, -0.89, -6.32], [-1.67, 2.54, -4.03], [-1.84, 0.82, -3.78], [4.43, 2.46, -2.37], [3.42, 2.26, -1.40], [2.19, 1.81, -1.93], [1.58, 0.69, -1.09], [2.26, -0.56, -1.14], [3.57, -0.66, -0.59], [3.66, -0.53, 0.92], [3.35, 0.77, 1.37], [2.46, 0.81, 2.47], [4.34, 3.45, -2.82], [5.40, 2.38, -1.87], [4.40, 1.69, -3.16], [2.29, 1.46, -2.96], [1.50, 2.66, -1.92], [0.59, 0.50, -1.49], [1.43, 1.01, -0.06], [4.25, 0.03, -1.10], [3.90, -1.67, -0.85], [4.70, -0.75, 1.22], [3.01, -1.28, 1.39], [1.68, 0.04, 2.39], [1.96, 1.78, 2.46], [3.00, 0.70, 3.41], [-3.08, -2.49, 4.28], [-1.95, -2.65, 5.11], [-0.73, -2.79, 4.41], [0.38, -1.96, 5.04], [0.26, -0.55, 4.89], [-0.82, 0.11, 5.54], [-0.76, 0.14, 7.06], [-0.94, -1.15, 7.63], [0.00, -1.48, 8.64], [-3.46, -3.47, 3.96], [-3.86, -1.99, 4.86], [-2.86, -1.87, 3.41], [-0.84, -2.51, 3.36], [-0.44, -3.85, 4.46], [1.31, -2.22, 4.51], [0.54, -2.23, 6.08], [-1.77, -0.26, 5.18], [-0.76, 1.15, 5.21], [-1.58, 0.77, 7.43], [0.19, 0.58, 7.38], [1.00, -1.09, 8.41], [0.06, -2.56, 8.70], [-0.33, -1.09, 9.61]], "energy_ev": -50618.9964, "de_lowest_kj_mol": 174.7, "e_homo_ev": -9.098, "lumo_energy_ev": 0.5, "homo_lumo_gap_ha": 0.3509, "smiles": "COC[C@H]1CCS(=O)(=O)OC1.COCCOCCOC.COCCOCCOC"}

(5)
{"formula": "C18H40OP2ReSi", "method": "ωB97M-V with the def2-TZVPD basis set", "symbols": ["P", "P", "C", "C", "H", "H", "H", "H", "C", "H", "H", "H", "C", "H", "H", "H", "C", "H", "H", "H", "C", "H", "H", "H", "Re", "C", "C", "C", "C", "C", "C", "C", "C", "C", "H", "H", "H", "H", "H", "H", "H", "H", "H", "H", "H", "H", "H", "H", "H", "C", "Si", "C", "C", "O", "H", "H", "H", "H", "H", "H", "H", "H", "H"], "coordinates": [[0.13, 2.57, -0.75], [-2.94, 0.56, 0.19], [-1.60, 2.76, -1.33], [-2.62, 1.61, -1.34], [-1.44, 3.05, -2.39], [-1.98, 3.62, -0.77], [-3.59, 2.05, -1.57], [-2.40, 0.91, -2.16], [-3.09, -1.04, -0.68], [-4.09, -1.44, -0.56], [-2.32, -1.72, -0.29], [-2.93, -0.92, -1.76], [-4.53, 0.86, 1.06], [-5.33, 1.02, 0.32], [-4.42, 1.75, 1.72], [-4.74, -0.03, 1.68], [3.14, 0.14, 1.30], [2.67, 0.92, 1.90], [4.11, 0.51, 0.95], [3.27, -0.78, 1.89], [0.68, 4.23, -0.21], [-0.21, 4.63, 0.27], [0.99, 4.83, -1.07], [1.48, 4.09, 0.53], [1.86, -0.77, -0.16], [0.51, -0.47, -1.61], [0.84, -1.89, -1.49], [1.86, -2.49, -2.40], [3.21, -1.72, -2.45], [3.43, -0.69, -1.36], [2.76, 0.62, -1.32], [2.11, 1.14, -2.60], [0.88, 0.30, -2.87], [-0.03, 1.83, 0.93], [-0.43, -0.16, -1.18], [0.02, -2.51, -1.14], [1.44, -2.59, -3.40], [2.09, -3.51, -2.06], [4.02, -2.45, -2.30], [3.37, -1.30, -3.46], [4.44, -0.71, -0.96], [3.24, 1.41, -0.73], [2.83, 1.08, -3.42], [1.79, 2.18, -2.51], [0.03, 0.93, -3.13], [1.00, -0.38, -3.72], [-1.11, 1.63, 1.12], [0.37, 2.51, 1.68], [0.59, 0.86, 0.92], [-1.41, -3.39, 2.31], [-0.35, -1.85, 2.50], [-1.62, -0.57, 3.15], [0.83, -1.90, 3.95], [0.54, -1.47, 1.20], [-1.91, -3.61, 3.27], [-0.79, -4.26, 2.06], [-2.20, -3.31, 1.54], [-1.30, -0.29, 4.17], [-1.73, 0.36, 2.58], [-2.62, -1.02, 3.25], [1.32, -2.87, 3.99], [1.60, -1.12, 3.82], [0.30, -1.72, 4.90]], "total_charge": 2, "spin_multiplicity": 4, "energy_ev": -49926.3012, "s2": 3.78, "de_lowest_kj_mol": 52.1, "e_homo_ev": [-14.022, -13.862], "lumo_energy_ev": [-8.7, -9.4], "homo_lumo_gap_ha": [0.1974, 0.1634]}

(6)
{"formula": "C18H41B4CaF8N7O3Sn", "method": "ωB97M-V with the def2-TZVPD basis set", "symbols": ["Ca", "Sn", "N", "O", "O", "O", "B", "H", "H", "H", "H", "B", "H", "H", "H", "H", "C", "C", "N", "C", "C", "N", "C", "C", "H", "H", "H", "H", "H", "H", "H", "H", "H", "H", "H", "C", "C", "N", "C", "C", "N", "C", "C", "H", "H", "H", "H", "H", "H", "H", "H", "H", "H", "H", "C", "C", "N", "C", "C", "N", "C", "C", "H", "H", "H", "H", "H", "H", "H", "H", "H", "H", "H", "B", "F", "F", "F", "F", "B", "F", "F", "F", "F"], "coordinates": [[0.83, 3.61, -1.67], [-2.97, 4.38, 0.51], [3.13, 5.57, -0.14], [2.40, 4.67, -0.24], [2.88, 6.55, 0.52], [4.15, 5.48, -0.80], [-0.55, 2.50, 0.02], [-0.08, 3.41, 0.35], [-0.85, 2.61, -1.01], [0.24, 1.78, 0.10], [-1.41, 2.23, 0.62], [-0.37, 5.78, -1.34], [-1.00, 4.92, -1.47], [0.49, 5.70, -1.99], [-0.90, 6.71, -1.51], [0.01, 5.79, -0.33], [1.53, -2.39, 5.53], [2.70, -1.68, 4.95], [2.25, -0.72, 3.98], [2.12, -1.00, 2.68], [1.77, 0.18, 2.13], [1.76, 1.19, 3.08], [2.01, 0.63, 4.25], [1.49, 2.59, 2.76], [0.83, -1.71, 6.02], [1.78, -3.22, 6.18], [0.97, -2.80, 4.69], [3.39, -2.36, 4.45], [3.29, -1.18, 5.72], [2.44, -1.96, 2.31], [1.65, 0.43, 1.09], [1.99, 1.09, 5.22], [0.55, 2.55, 2.22], [2.39, 3.04, 2.35], [1.24, 3.18, 3.64], [-2.08, -0.71, 3.48], [-2.66, -1.45, 2.23], [-1.70, -2.22, 1.43], [-0.60, -1.67, 0.72], [0.19, -2.73, 0.31], [-0.40, -3.92, 0.61], [-1.61, -3.61, 1.30], [0.26, -5.12, 0.27], [-1.21, -0.10, 3.26], [-1.85, -1.43, 4.27], [-2.80, -0.10, 4.02], [-3.16, -0.76, 1.55], [-3.49, -2.08, 2.54], [-0.47, -0.60, 0.67], [1.13, -2.66, -0.22], [-2.34, -4.33, 1.64], [-0.10, -5.85, 1.00], [1.33, -4.97, 0.18], [0.06, -5.39, -0.77], [0.70, -4.05, -3.40], [-0.09, -3.50, -4.59], [-1.12, -2.48, -4.21], [-2.40, -2.26, -4.75], [-3.01, -1.39, -3.93], [-2.08, -0.84, -3.08], [-0.89, -1.53, -3.26], [-2.26, 0.23, -2.14], [0.03, -4.43, -2.63], [1.30, -3.36, -2.80], [1.45, -4.78, -3.69], [-0.69, -4.23, -5.12], [0.55, -3.12, -5.39], [-2.73, -2.90, -5.56], [-4.05, -1.12, -3.87], [0.06, -1.30, -2.79], [-1.35, 0.77, -1.87], [-2.64, -0.19, -1.21], [-3.05, 0.93, -2.41], [-1.88, 3.38, -3.64], [-2.28, 2.52, -4.62], [-1.89, 4.64, -4.21], [-2.75, 3.40, -2.51], [-0.62, 3.08, -3.32], [2.23, 0.92, -1.67], [1.63, -0.22, -1.12], [1.26, 1.47, -2.44], [2.58, 1.80, -0.69], [3.34, 0.70, -2.40]], "total_charge": 2, "energy_ev": -84606.7287, "e_homo_ev": -11.032, "lumo_energy_ev": -8.6, "homo_lumo_gap_ha": 0.0893}